No. 1
{
  "formula": "C12H18ClIN2OPPr",
  "method": "wB97M-V/def2-TZVPD",
  "elements": ["Pr", "I", "Cl", "P", "O", "N", "N", "C", "C", "C", "C", "C", "C", "C", "C", "C", "C", "C", "C", "H", "H", "H", "H", "H", "H", "H", "H", "H", "H", "H", "H", "H", "H", "H", "H", "H", "H"],
  "positions_angstrom": [[0.70, -2.25, 0.23], [-2.86, 1.25, 0.28], [2.59, -2.12, -1.38], [-1.53, -1.59, -2.27], [-2.10, 3.85, -0.75], [3.51, 0.78, 1.68], [1.63, -0.29, 1.28], [-3.02, -0.54, -2.52], [2.71, 1.04, 2.79], [0.72, 1.00, 4.70], [-0.92, -1.71, -4.00], [1.95, 1.66, 4.96], [-1.68, 2.73, -0.74], [-2.33, -3.25, -2.24], [1.51, 0.39, 2.53], [2.84, 0.03, 0.79], [3.00, 1.68, 4.00], [0.50, 0.33, 3.48], [-0.44, 2.11, -1.27], [3.15, -0.22, -0.24], [-1.54, -4.00, -2.09], [-0.06, 1.04, 5.47], [-3.01, -3.29, -1.37], [-2.87, -3.45, -3.18], [-0.40, -0.24, 3.25], [0.05, -2.21, -3.99], [3.98, 2.17, 4.14], [-1.59, -2.30, -4.64], [2.10, 2.13, 5.94], [-0.76, -0.73, -4.45], [-3.65, -0.83, -3.37], [-0.66, 1.46, -2.14], [4.48, 1.05, 1.57], [0.05, 1.51, -0.49], [-3.59, -0.54, -1.58], [0.26, 2.84, -1.66], [-2.74, 0.50, -2.69]],
  "spin_multiplicity": 3,
  "homo_energy_ev": [-14.83, -14.83],
  "total_charge": 2,
  "gap_ev": [5.638, 6.902],
  "lumo_ev": [-9.194, -7.932]
}

No. 2
{
  "formula": "C4H37NO16",
  "method": "wB97M-V/def2-TZVPD",
  "elements": ["O", "O", "O", "O", "O", "O", "O", "O", "O", "O", "O", "O", "O", "O", "O", "O", "N", "C", "C", "C", "C", "H", "H", "H", "H", "H", "H", "H", "H", "H", "H", "H", "H", "H", "H", "H", "H", "H", "H", "H", "H", "H", "H", "H", "H", "H", "H", "H", "H", "H", "H", "H", "H", "H", "H", "H", "H", "H"],
  "positions_angstrom": [[-0.43, 0.54, 0.46], [-1.17, -1.07, 2.82], [2.08, 2.12, 2.60], [-0.71, -3.79, 2.75], [-3.36, -1.42, -3.26], [-1.63, -0.90, -0.95], [-1.72, 0.67, -3.91], [-0.18, 1.37, 3.78], [1.78, -0.64, 4.06], [0.02, 0.23, -1.79], [0.64, 3.37, -2.19], [-2.63, 2.77, 2.62], [-1.56, 3.71, -0.80], [2.47, -0.13, -4.23], [-3.67, 0.77, -0.49], [2.87, -3.51, 1.00], [1.90, -1.09, 0.31], [2.83, -0.53, -0.58], [0.56, -1.51, -0.26], [-0.40, -0.32, -0.68], [0.76, -2.37, -1.57], [-0.63, 0.51, -2.59], [-3.37, 0.77, 0.35], [2.79, -2.67, 0.63], [2.26, 3.01, 2.43], [-2.54, 0.50, -3.43], [1.76, -0.60, 1.17], [0.03, -2.19, 0.48], [-0.92, 4.06, -0.24], [1.47, 3.29, -2.68], [2.48, -0.05, 3.82], [2.26, -0.43, -3.44], [2.64, 0.55, -0.81], [0.50, 1.85, 3.36], [-0.73, -0.86, 3.72], [-1.46, -0.16, -3.96], [1.89, -1.40, 3.44], [-1.42, 4.08, -1.71], [-0.80, -3.88, 1.80], [1.33, -1.87, -2.32], [-1.41, -0.25, 2.54], [-3.04, -2.24, -2.93], [0.22, 1.07, 4.53], [2.05, -3.93, 1.36], [-0.15, -2.64, -1.92], [-2.50, 3.28, 1.80], [-1.84, 3.10, 3.29], [-3.35, -0.91, -2.47], [1.76, 1.78, 1.77], [2.93, -1.05, -1.58], [1.26, -3.28, -1.35], [-4.03, 1.63, -0.45], [1.95, 0.70, -4.27], [3.88, -0.46, -0.20], [0.13, 2.62, -2.36], [-0.42, -2.84, 2.85], [-0.96, 1.32, 0.33], [-2.46, -0.68, -0.65]],
  "homo_energy_ev": -9.07,
  "relative_energy_kj_mol": 706.1,
  "gap_ev": 8.669,
  "lumo_ev": -0.401
}

No. 3
{
  "formula": "C6H12",
  "method": "wB97M-V/def2-TZVPD",
  "elements": ["C", "C", "C", "C", "C", "C", "H", "H", "H", "H", "H", "H", "H", "H", "H", "H", "H", "H"],
  "positions_angstrom": [[-0.16, 0.39, -1.09], [-1.06, 1.44, -0.48], [1.55, 0.43, 0.92], [-0.91, -1.50, 0.62], [1.09, -0.10, -0.42], [-0.10, -1.02, -0.57], [-0.57, -2.50, 0.92], [2.14, 1.34, 0.80], [2.17, -0.31, 1.44], [-2.06, 1.40, -0.93], [-1.19, 1.31, 0.60], [-1.98, -1.57, 0.37], [-0.09, 0.48, -2.18], [1.92, -0.32, -1.10], [0.01, -1.78, -1.34], [-0.82, -0.84, 1.49], [0.71, 0.68, 1.58], [-0.66, 2.45, -0.64]],
  "homo_energy_ev": -9.69,
  "relative_energy_kj_mol": 95.8,
  "smiles": "C[C@H]1[C@@H](C)[C@H]1C",
  "gap_ev": 10.854,
  "lumo_ev": 1.159
}

No. 4
{
  "formula": "C31H33N3O3",
  "method": "wB97M-V/def2-TZVPD",
  "elements": ["O", "O", "O", "N", "N", "N", "C", "C", "C", "C", "C", "C", "C", "C", "C", "C", "C", "C", "C", "C", "C", "C", "C", "C", "C", "C", "C", "C", "C", "C", "C", "C", "C", "C", "C", "C", "C", "H", "H", "H", "H", "H", "H", "H", "H", "H", "H", "H", "H", "H", "H", "H", "H", "H", "H", "H", "H", "H", "H", "H", "H", "H", "H", "H", "H", "H", "H", "H", "H", "H"],
  "positions_angstrom": [[-2.39, -1.84, -0.19], [3.98, 3.09, -0.03], [-2.79, -6.42, -1.25], [1.74, 3.67, 0.21], [6.12, -0.30, -0.94], [0.73, 1.66, -0.03], [2.78, 0.30, 0.57], [-2.50, -0.40, -0.35], [6.51, 0.15, 0.34], [4.21, 0.08, 0.23], [-0.61, 3.76, -0.43], [-6.16, -0.90, 0.79], [2.79, 2.82, -0.01], [-2.73, -2.81, -1.08], [4.72, -0.36, -1.00], [-4.87, -1.10, 0.33], [-4.30, 1.15, 0.73], [-3.89, -0.08, 0.21], [-5.57, 1.36, 1.23], [-1.47, 0.60, 0.11], [5.42, 0.95, 2.36], [7.84, 1.03, 2.10], [-2.48, -4.16, -0.80], [-0.17, 0.66, -0.30], [0.06, 3.14, 1.90], [2.13, 1.44, -0.28], [6.68, 1.26, 2.87], [0.42, 3.03, 0.42], [-6.55, 0.37, 1.25], [2.02, 5.05, 0.51], [5.33, 0.39, 1.10], [-3.45, -7.46, -2.02], [-3.93, -3.49, -3.05], [7.76, 0.48, 0.82], [-2.98, -5.14, -1.69], [-3.74, -4.83, -2.85], [-3.41, -2.51, -2.24], [0.86, 2.75, 2.53], [4.48, 1.15, 2.91], [2.19, -0.62, 0.41], [2.71, 0.60, 1.64], [-4.54, -7.45, -1.91], [8.63, 0.29, 0.20], [-6.86, -1.73, 0.80], [-1.77, 1.29, 0.88], [-0.14, 4.19, 2.16], [-7.59, 0.54, 1.54], [3.09, 5.23, 0.44], [-5.84, 2.34, 1.61], [2.29, 1.19, -1.36], [6.76, 1.69, 3.86], [-1.91, -4.54, 0.03], [-4.62, -2.15, 0.13], [8.81, 1.29, 2.53], [-3.20, -7.45, -3.08], [-0.80, 4.76, 0.00], [0.25, -0.25, -0.65], [-3.58, 1.94, 0.79], [-3.60, -1.48, -2.44], [-4.20, -5.62, -3.49], [-2.44, -0.39, -1.52], [1.68, 5.30, 1.52], [-0.84, 2.56, 2.12], [6.73, -0.53, -1.68], [-3.14, -8.43, -1.65], [4.19, -0.67, -1.89], [-1.55, 3.21, -0.44], [-0.27, 3.87, -1.46], [-4.51, -3.22, -3.91], [1.49, 5.71, -0.18]],
  "homo_energy_ev": -7.56,
  "relative_energy_kj_mol": 0.0,
  "smiles": "COc1cccc(O[C@H](/C=C/N2[C@H](Cc3c[nH]c4ccccc34)C(=O)N(C)C2(C)C)c2ccccc2)c1",
  "gap_ev": 8.142,
  "lumo_ev": 0.579
}

No. 5
{
  "formula": "C8H32O8",
  "method": "wB97M-V/def2-TZVPD",
  "elements": ["O", "O", "O", "O", "O", "O", "O", "O", "C", "C", "C", "C", "C", "C", "C", "C", "H", "H", "H", "H", "H", "H", "H", "H", "H", "H", "H", "H", "H", "H", "H", "H", "H", "H", "H", "H", "H", "H", "H", "H", "H", "H", "H", "H", "H", "H", "H", "H"],
  "positions_angstrom": [[-2.29, -0.90, 1.38], [-2.91, 1.48, 2.52], [4.49, 0.14, 2.00], [-1.31, 0.49, -3.03], [0.93, 1.78, 3.15], [0.57, -0.34, 1.26], [2.83, -2.47, -5.04], [-0.11, -3.15, -2.69], [-3.80, 2.29, 1.83], [2.64, -1.08, -4.74], [1.13, 3.19, 3.24], [-0.42, -3.81, -1.47], [-2.60, 0.78, -2.52], [-2.94, -2.15, 1.51], [0.76, 0.55, 0.19], [4.94, 1.50, 2.08], [0.24, -3.43, -0.70], [-1.44, -0.20, -3.68], [1.79, 3.51, 4.10], [0.05, 1.58, 3.56], [0.10, 0.24, -0.62], [1.50, 3.48, 2.29], [-1.32, -0.91, 1.50], [-0.29, -4.86, -1.53], [4.76, 2.03, 1.13], [-1.50, -3.67, -1.21], [3.58, -0.61, -4.56], [-2.86, 1.82, -2.23], [-3.28, 3.22, 1.61], [-2.79, 0.17, -1.64], [-0.20, -3.78, -3.39], [2.07, -0.55, -5.52], [0.19, 3.70, 3.43], [0.99, 0.06, 2.02], [2.84, -3.03, -4.27], [1.75, 0.56, -0.21], [-2.95, 0.56, 2.20], [-4.66, 2.44, 2.39], [4.44, 2.07, 2.84], [0.45, 1.58, 0.38], [1.97, -1.04, -3.89], [-3.76, -1.98, 0.82], [-2.30, -2.96, 1.23], [3.54, 0.14, 1.88], [6.00, 1.45, 2.29], [-3.33, 0.41, -3.25], [-4.16, 1.90, 0.82], [-3.32, -2.22, 2.55]],
  "homo_energy_ev": -9.90,
  "relative_energy_kj_mol": 388.0,
  "smiles": "CO.CO.CO.CO.CO.CO.CO.CO",
  "gap_ev": 10.470,
  "lumo_ev": 0.569
}

Asked for F_max across the records above, the calculation gives 2.63 6.88 0.21 3.76 2.61 eV/A in order.
Asked for M across the records above, the calculation gives 540.528 355.331 84.162 495.623 256.336 g mol⁻¹ in order.
Asked for calculated total energy across the records above, the calculation gives -61730.1285 -38995.8330 -6415.9482 -43293.5527 -25190.7773 eV in order.